(1)
Molecular formula: C16H28Cl8O7
Method: DFT, wB97M-V/def2-TZVPD

The geometry in XYZ format:
```
59
Properties=species:S:1:pos:R:3
C -0.96 -2.07 -2.39
C -1.74 -2.59 -1.21
O -3.08 -2.99 -1.71
C -3.84 -3.55 -0.80
O -3.44 -3.97 0.29
O -5.06 -3.55 -1.28
C -6.00 -4.29 -0.41
H -0.71 -2.86 -3.12
H -0.04 -1.70 -1.96
H -1.48 -1.25 -2.86
H -1.84 -1.84 -0.40
H -1.34 -3.51 -0.79
H -5.93 -3.93 0.62
H -5.82 -5.37 -0.46
H -6.99 -4.07 -0.84
O 1.90 5.82 -1.52
C 2.69 4.98 -1.96
C 3.74 5.10 -2.99
C 4.58 3.78 -2.78
C 3.51 2.92 -2.27
O 2.58 3.68 -1.52
H 3.32 5.24 -3.98
H 4.31 5.98 -2.67
H 4.98 3.54 -3.76
H 5.41 3.94 -2.09
H 3.00 2.54 -3.17
H 3.90 2.09 -1.70
O 2.76 -3.58 2.89
C 2.71 -3.85 1.67
C 3.24 -3.01 0.52
C 2.27 -3.49 -0.59
C 1.96 -4.87 -0.18
O 2.01 -4.93 1.26
H 3.17 -1.92 0.64
H 4.28 -3.21 0.30
H 1.41 -2.82 -0.61
H 2.78 -3.57 -1.56
H 1.02 -5.27 -0.54
H 2.77 -5.45 -0.64
Cl -3.30 5.85 -1.59
C -2.58 4.53 -0.70
Cl -1.69 4.99 0.71
H -3.36 3.87 -0.32
H -1.98 3.95 -1.42
Cl 0.68 1.14 4.00
C 0.58 -0.13 5.21
Cl 1.85 -0.13 6.41
H -0.38 -0.05 5.75
H 0.54 -1.09 4.68
Cl -0.98 1.41 -0.98
C 0.26 1.48 0.26
Cl 1.26 0.04 0.36
H 0.94 2.28 0.01
H -0.23 1.66 1.21
Cl -2.70 2.35 2.81
C -3.63 2.73 4.27
Cl -3.41 4.40 4.76
H -4.68 2.53 4.10
H -3.24 2.07 5.03
```

## Properties
Highest occupied orbital energy = -10.1 eV
SMILES = CCOC(=O)OC.O=C1CCCO1.O=C1CCCO1.ClCCl.ClCCl.ClCCl.ClCCl
Charge = 0
HOMO-LUMO gap = 10.52 eV



(2)
Molecular formula: C4H13NO2
Method: DFT, wB97M-V/def2-TZVPD

The geometry in XYZ format:
```
20
Properties=species:S:1:pos:R:3
C -0.80 1.75 2.01
C 0.25 0.93 1.87
N 0.18 -0.44 1.54
C 1.44 -1.15 1.83
C 1.82 -2.27 0.81
H -0.74 2.82 1.95
H -1.77 1.33 2.50
H 1.20 1.32 2.26
H -0.56 -1.10 1.77
H 2.22 -0.34 1.88
H 1.41 -1.67 2.89
H 2.41 -2.97 1.35
H 0.92 -2.62 0.40
H 2.38 -1.85 -0.04
O -0.31 1.85 -3.03
H -0.41 1.37 -2.21
H 0.43 1.49 -3.54
O -3.22 0.18 -4.69
H -4.01 0.37 -5.21
H -2.86 1.01 -4.35
```

## Properties
Highest occupied orbital energy = -8.0 eV
Energy above the lowest of the compared OMol25 structures with the same formula, charge and spin = 2.450 eV
SMILES = C=CNCC.O.O
Charge = 0
HOMO-LUMO gap = 8.83 eV



(3)
Molecular formula: C34H35ClN4O3
Method: DFT, wB97M-V/def2-TZVPD

The geometry in XYZ format:
```
77
Properties=species:S:1:pos:R:3
C 5.72 4.86 0.63
C 4.71 3.89 0.05
O 5.17 2.56 0.42
C 4.42 1.54 -0.08
C 4.24 0.47 0.91
N 3.66 -0.63 0.56
C 3.47 -1.70 1.25
C 2.96 -2.92 0.65
C 2.59 -3.98 1.50
C 2.05 -5.15 0.98
C 1.92 -5.28 -0.42
Cl 1.24 -6.72 -1.06
C 2.33 -4.25 -1.28
C 2.84 -3.06 -0.75
O 3.95 1.54 -1.21
H 5.27 5.85 0.76
H 6.09 4.51 1.61
H 6.56 4.96 -0.05
H 3.71 4.07 0.50
H 4.65 3.95 -1.04
H 4.68 0.65 1.91
H 3.69 -1.73 2.33
H 2.72 -3.86 2.57
H 1.72 -5.95 1.64
H 2.23 -4.38 -2.36
H 3.15 -2.24 -1.40
C -3.27 1.20 6.93
N -1.95 1.48 6.43
C -0.88 1.63 7.26
O -0.91 1.58 8.48
C 0.34 1.90 6.36
C 1.44 0.84 6.51
C 1.97 0.79 7.93
C 1.90 -0.41 8.65
C 2.31 -0.44 9.99
C 2.83 0.73 10.58
C 2.93 1.91 9.84
C 2.51 1.94 8.51
N -0.24 1.91 5.02
C 0.53 2.09 3.92
C 0.04 2.06 2.62
C 0.80 2.18 1.45
C 0.21 2.36 0.15
C 1.01 2.73 -0.96
C 0.50 2.87 -2.23
C -0.88 2.71 -2.45
C -1.41 2.89 -3.76
N -1.83 3.02 -4.85
C -1.72 2.41 -1.37
C -1.19 2.23 -0.10
C -1.68 1.66 5.01
C -2.06 0.37 4.26
C -2.52 2.85 4.49
H -3.24 1.10 8.01
H -3.96 2.00 6.65
H -3.65 0.27 6.49
H 0.76 2.89 6.63
H 1.02 -0.13 6.23
H 2.24 1.08 5.80
H 1.47 -1.29 8.17
H 2.22 -1.36 10.56
H 3.15 0.71 11.62
H 3.32 2.83 10.29
H 2.56 2.85 7.91
H 1.60 2.27 4.11
H -1.04 1.96 2.52
H 1.89 2.19 1.52
H 2.08 2.87 -0.80
H 1.15 3.11 -3.07
H -2.79 2.32 -1.54
H -1.86 1.98 0.72
H -1.64 -0.49 4.80
H -3.15 0.29 4.23
H -1.68 0.37 3.24
H -2.48 3.67 5.22
H -2.15 3.21 3.53
H -3.56 2.52 4.37
```

## Properties
Highest occupied orbital energy = -5.5 eV
Charge = 0
HOMO-LUMO gap = 2.81 eV



(4)
Molecular formula: C68H162N10O13
Method: DFT, wB97M-V/def2-TZVPD

The geometry in XYZ format:
```
253
Properties=species:S:1:pos:R:3
C 11.06 12.11 18.18
C 11.20 13.47 17.49
C 11.62 14.54 18.43
O 12.86 14.42 19.08
C 12.79 14.11 20.47
N 12.14 13.40 16.34
H 10.76 11.32 17.49
H 10.50 12.28 19.06
H 12.04 11.78 18.56
H 10.26 13.84 17.00
H 10.86 14.68 19.20
H 11.78 15.45 17.87
H 12.33 15.04 21.01
H 13.71 13.68 20.80
H 12.08 13.26 20.70
H 12.03 14.30 15.91
H 13.12 13.31 16.63
C 18.98 13.44 23.87
C 19.46 13.46 22.35
C 20.09 14.85 21.97
O 21.13 15.14 22.79
C 22.00 16.11 22.22
N 20.22 12.27 22.11
H 18.33 14.30 23.97
H 19.87 13.65 24.47
H 18.51 12.54 24.17
H 18.64 13.55 21.67
H 19.28 15.62 22.05
H 20.53 14.69 20.97
H 21.48 17.02 21.81
H 22.54 15.64 21.42
H 22.60 16.37 23.04
H 21.04 12.21 22.79
H 20.77 12.27 21.24
C 18.31 17.95 24.03
C 17.24 18.72 24.90
C 16.68 19.74 23.95
O 15.83 20.60 24.68
C 15.04 21.47 23.86
N 16.28 17.79 25.44
H 18.92 17.34 24.61
H 18.93 18.65 23.48
H 17.75 17.43 23.23
H 17.75 19.23 25.70
H 16.15 19.18 23.18
H 17.41 20.28 23.38
H 14.55 22.15 24.56
H 14.31 20.83 23.35
H 15.73 21.93 23.12
H 15.59 18.37 25.88
H 15.85 17.33 24.62
C 14.92 11.39 18.77
C 16.21 12.08 19.17
C 16.84 12.75 17.93
O 17.84 13.72 18.16
C 18.66 14.02 16.95
N 15.90 12.97 20.35
H 15.03 10.68 17.94
H 14.09 12.10 18.61
H 14.65 10.79 19.67
H 16.91 11.30 19.51
H 16.03 13.20 17.33
H 17.27 11.93 17.26
H 18.87 15.12 17.12
H 18.03 13.91 15.99
H 19.56 13.45 16.90
H 15.68 13.86 19.91
H 16.74 13.14 20.86
C 15.82 16.05 10.38
C 15.46 17.43 10.87
C 14.22 17.95 10.10
O 13.71 19.13 10.80
C 13.44 20.26 10.01
N 15.11 17.40 12.31
H 16.82 15.76 10.74
H 15.85 15.94 9.28
H 15.12 15.30 10.65
H 16.27 18.14 10.66
H 13.48 17.25 10.15
H 14.57 18.11 9.06
H 13.86 20.15 9.09
H 13.89 21.16 10.50
H 12.36 20.40 9.90
H 16.01 17.53 12.77
H 14.62 18.27 12.56
C 15.87 16.14 17.10
C 15.39 17.47 17.64
C 14.57 17.32 18.92
C 15.45 16.84 20.08
C 16.45 17.93 20.37
C 17.27 18.25 19.15
N 16.44 18.44 17.91
O 17.27 18.62 16.77
C 17.90 19.65 19.48
C 18.38 17.24 18.92
C 14.35 18.17 16.71
H 15.11 15.76 16.41
H 16.19 15.48 17.88
H 16.76 16.28 16.49
H 14.00 18.23 19.20
H 13.78 16.58 18.85
H 15.94 15.84 19.85
H 14.77 16.66 20.98
H 17.13 17.51 21.14
H 15.95 18.81 20.77
H 17.06 20.34 19.64
H 18.61 19.53 20.33
H 18.54 20.00 18.61
H 18.98 17.33 18.05
H 18.99 17.24 19.84
H 17.91 16.27 18.81
H 13.56 17.46 16.48
H 14.79 18.50 15.74
H 13.89 19.09 17.19
H 17.05 19.50 16.42
C 24.02 22.95 22.48
C 22.63 23.55 22.33
C 22.47 23.94 20.88
C 22.06 22.74 19.99
C 20.84 22.12 20.56
C 21.09 21.54 21.94
N 21.56 22.68 22.75
O 21.66 22.29 24.09
C 19.77 21.09 22.64
C 22.04 20.30 21.87
C 22.52 24.81 23.20
H 24.85 23.62 22.33
H 24.21 22.05 21.92
H 24.01 22.61 23.55
H 21.76 24.79 20.86
H 23.45 24.29 20.57
H 22.85 21.93 19.96
H 21.90 23.20 19.07
H 20.48 21.29 19.87
H 19.96 22.72 20.68
H 19.96 20.81 23.68
H 19.15 22.01 22.53
H 19.36 20.30 21.99
H 21.57 19.57 21.24
H 22.99 20.53 21.46
H 22.20 19.87 22.83
H 21.53 25.28 23.09
H 23.23 25.52 22.81
H 22.74 24.62 24.25
H 22.39 21.64 24.23
C 21.79 24.07 14.79
C 21.80 22.57 14.64
C 21.66 21.87 16.00
C 20.20 21.87 16.58
C 19.31 21.29 15.57
C 19.42 21.90 14.22
N 20.86 21.91 13.74
O 20.94 22.65 12.47
C 18.72 20.93 13.28
C 18.58 23.20 14.13
C 23.19 22.22 14.18
H 22.61 24.35 15.38
H 20.84 24.35 15.29
H 21.90 24.58 13.81
H 22.08 20.87 15.88
H 22.31 22.38 16.70
H 19.94 22.92 16.67
H 20.21 21.34 17.49
H 18.31 21.52 15.97
H 19.31 20.17 15.57
H 18.66 21.29 12.27
H 19.21 19.94 13.39
H 17.75 20.77 13.67
H 18.81 23.93 14.87
H 18.80 23.59 13.14
H 17.56 22.97 14.25
H 23.41 22.61 13.17
H 23.34 21.12 14.07
H 23.96 22.50 14.93
H 21.71 22.29 12.00
C 12.11 15.81 25.62
C 11.64 15.42 24.17
C 10.12 15.45 24.04
C 9.65 16.89 24.10
C 10.17 17.64 22.92
C 11.68 17.61 22.86
N 12.17 16.26 23.02
O 13.53 16.29 23.09
C 12.19 18.15 21.53
C 12.13 18.72 23.87
C 12.21 14.02 23.92
H 13.13 16.14 25.61
H 12.13 14.88 26.19
H 11.50 16.57 26.10
H 9.96 15.05 23.02
H 9.66 14.74 24.77
H 9.85 17.33 25.06
H 8.54 16.98 24.02
H 9.75 18.67 22.82
H 9.73 17.08 22.10
H 11.98 19.22 21.32
H 13.29 18.08 21.46
H 11.78 17.58 20.69
H 13.24 18.59 23.97
H 11.85 19.69 23.46
H 11.69 18.64 24.86
H 13.28 13.85 24.12
H 11.95 13.75 22.91
H 11.72 13.22 24.58
H 13.82 15.45 22.77
C 13.73 25.58 19.66
C 15.14 25.26 18.98
C 16.06 24.37 19.85
C 15.64 22.92 19.77
C 15.69 22.46 18.31
C 14.71 23.28 17.44
N 15.05 24.71 17.59
O 14.29 25.53 16.80
C 14.90 22.89 15.98
C 13.21 22.84 17.83
C 15.84 26.67 18.83
H 12.93 25.82 19.00
H 13.93 26.30 20.41
H 13.41 24.70 20.28
H 17.03 24.45 19.32
H 16.13 24.73 20.87
H 14.59 22.80 20.20
H 16.22 22.25 20.41
H 15.36 21.38 18.24
H 16.76 22.50 18.00
H 14.21 23.33 15.29
H 15.87 23.32 15.67
H 14.97 21.82 15.79
H 12.48 23.54 17.36
H 13.01 21.84 17.47
H 13.00 22.96 18.87
H 15.24 27.30 18.23
H 16.79 26.59 18.38
H 15.95 27.22 19.75
H 14.84 25.88 16.14
C 12.09 15.22 13.52
O 13.38 14.82 13.96
H 12.14 15.66 12.52
H 11.47 14.33 13.47
H 11.59 16.01 14.12
H 14.01 15.52 13.62
C 20.63 17.66 13.43
O 21.57 16.62 13.44
H 20.05 17.78 12.49
H 19.85 17.44 14.21
H 21.12 18.61 13.61
H 21.91 16.43 12.57
C 22.85 18.05 18.40
O 22.76 19.40 18.82
H 23.49 17.38 19.03
H 21.84 17.67 18.53
H 23.16 17.98 17.39
H 23.59 19.82 18.59
```

## Properties
Highest occupied orbital energy = -8.4 eV
Energy above the lowest of the compared OMol25 structures with the same formula, charge and spin = 0.000 eV
Charge = 0
HOMO-LUMO gap = 8.65 eV